(1)
The molecule C5H6BrF2I in a non-equilibrium geometry, computed with ωB97M-V/def2-TZVPD.

Computed properties:
Charge: 0
M, g/mol: 310.91
LUMO level (spin up / spin down), eV: 0.30 / -2.59
Frontier orbital gap (spin up / spin down), eV: 5.544 / 7.208
Maximum force, eV/A: 12.47
2S+1: 3

Cartesian coordinates (Å):
C (0.0057, -0.5564, 0.1999)
C (-0.2475, 0.6887, 0.4960)
C (-0.1617, -1.6098, 1.2763)
C (0.2173, -1.0028, -1.1704)
C (0.2721, 2.1792, -0.5516)
F (0.6237, 3.2017, 0.1831)
F (1.3252, 1.9498, -1.3360)
Br (-1.2753, 2.5357, -1.6833)
I (-0.7826, 1.3943, 2.3821)
H (-1.2135, -1.4734, 1.7651)
H (0.4168, -1.3113, 2.1944)
H (0.0929, -2.4972, 0.6896)
H (0.0801, -0.2016, -1.8764)
H (-0.5992, -1.7262, -1.3141)
H (1.2460, -1.5707, -1.2546)

Atom charges from the Mulliken analysis, given in e for atoms 1 to 6: atom 1 (C): 1.174, atom 2 (C): -0.580, atom 3 (C): -1.471, atom 4 (C): -1.290, atom 5 (C): 0.436, atom 6 (F): -0.192

=====

(2)
The ion C5H6BrN2 with charge +1 in a non-equilibrium geometry, computed with ωB97M-V/def2-TZVPD.

Computed properties:
Charge: +1
M, g/mol: 174.02
LUMO level, eV: -4.55
Relative energy (zero: lowest compared OMol25 entry of this formula, charge and spin), eV: 0.000
Frontier orbital gap, eV: 9.216
Maximum force, eV/A: 1.55
SMILES: Nc1cccc(Br)[nH+]1

Cartesian coordinates (Å):
N (2.2134, -0.4326, -0.5271)
C (0.8928, -0.1165, -0.2321)
C (0.4406, 1.1946, -0.1967)
C (-0.8769, 1.4388, 0.0805)
C (-1.7605, 0.3902, 0.2886)
C (-1.2865, -0.8797, 0.2150)
Br (-2.3888, -2.3703, 0.4453)
N (0.0234, -1.1247, -0.0344)
H (2.8172, 0.2691, -0.1089)
H (2.4779, -1.3059, -0.0776)
H (1.1216, 2.0041, -0.3864)
H (-1.2227, 2.4560, 0.1342)
H (-2.8026, 0.5572, 0.4873)
H (0.3512, -2.0803, -0.0878)

Atom charges from the Mulliken analysis, given in e for atoms 1 to 6: atom 1 (N): -0.540, atom 2 (C): 0.674, atom 3 (C): -0.536, atom 4 (C): -0.310, atom 5 (C): -0.347, atom 6 (C): 0.150

=====

(3)
The ion C5H6BrN2O2 with charge -1 in a non-equilibrium geometry, computed with ωB97M-V/def2-TZVPD.

Computed properties:
Charge: -1
M, g/mol: 206.02
LUMO level, eV: 3.10
Relative energy (zero: lowest compared OMol25 entry of this formula, charge and spin), eV: 0.000
Frontier orbital gap, eV: 7.327
Maximum force, eV/A: 5.87
SMILES: C=[N+]([N-]/C=C(\C)Br)C(=O)[O-]

Cartesian coordinates (Å):
C (0.3772, 0.0953, -1.3664)
C (-2.9084, 1.0852, 0.1880)
C (-0.6518, -0.0472, 0.9971)
C (1.1404, 0.0487, -0.1636)
C (2.0048, -1.0927, 0.1059)
N (-0.9226, 0.2008, -1.3564)
N (-1.5100, 0.1389, -0.1619)
O (-3.5237, 1.6034, -0.7396)
O (-3.0788, 0.9187, 1.3647)
Br (2.3110, 1.6367, -0.1533)
H (0.9879, -0.1422, -2.3254)
H (-0.5067, -1.0198, 1.3844)
H (-0.4475, 0.8892, 1.6541)
H (1.5674, -1.9921, -0.3602)
H (2.1251, -1.3221, 1.1282)
H (3.0357, -1.0008, -0.1956)

Atom charges from the Mulliken analysis, given in e for atoms 1 to 6: atom 1 (C): -0.274, atom 2 (C): 0.598, atom 3 (C): -0.458, atom 4 (C): 0.506, atom 5 (C): -1.457, atom 6 (N): -0.678

=====

(4)
The molecule C5H6BrN3O2 in a non-equilibrium geometry, computed with ωB97M-V/def2-TZVPD.

Computed properties:
Charge: 0
M, g/mol: 220.03
LUMO level, eV: -0.56
Relative energy (zero: lowest compared OMol25 entry of this formula, charge and spin), eV: 5.708
Frontier orbital gap, eV: 7.694
Maximum force, eV/A: 3.99
SMILES: N/C=C/C=C\C(Br)=N\[N+](=O)[O-]

Cartesian coordinates (Å):
C (0.5826, -1.8719, 0.2973)
C (-0.6920, -1.8459, -0.1735)
C (1.5032, -0.8203, 0.2937)
C (-1.4949, -0.7110, -0.1998)
C (1.2817, 0.2917, -0.4326)
N (-0.9721, 0.4570, -0.0288)
N (1.8857, 1.4413, -0.3941)
N (-1.5931, 1.6923, 0.1532)
O (-2.7402, 1.7794, -0.1877)
O (-0.8427, 2.5491, 0.5705)
Br (-3.3711, -0.9673, 0.0393)
H (0.9696, -2.6374, 0.9592)
H (-1.3121, -2.7609, -0.2395)
H (2.3086, -0.7443, 1.0420)
H (0.4980, 0.1720, -1.1716)
H (1.4514, 2.3162, -0.7898)
H (2.5375, 1.6601, 0.2621)

Atom charges from the Mulliken analysis, given in e for atoms 1 to 6: atom 1 (C): 0.109, atom 2 (C): -0.903, atom 3 (C): -0.566, atom 4 (C): 0.715, atom 5 (C): 0.083, atom 6 (N): -0.413

=====

(5)
A cluster of 2 separate species, C5H6BrNO2 in total in a non-equilibrium geometry, computed with ωB97M-V/def2-TZVPD.

Computed properties:
Charge: 0
M, g/mol: 192.01
LUMO level, eV: 0.82
Relative energy (zero: lowest compared OMol25 entry of this formula, charge and spin), eV: 4.019
Frontier orbital gap, eV: 8.712
Maximum force, eV/A: 4.15

Cartesian coordinates (Å):
C (-0.7225, -0.8382, 1.2919)
C (0.0094, -1.8076, 0.6665)
C (1.6237, 1.0272, -0.3037)
C (0.1954, 1.4622, -0.1146)
C (-1.2401, 0.0124, 0.1568)
N (-1.0364, -0.7980, -0.9720)
O (-0.0120, -1.7415, -0.7055)
O (0.7518, 1.4713, -1.3851)
Br (-3.0629, 0.6265, 0.2325)
H (-0.6809, -0.6235, 2.3407)
H (0.8282, -2.4223, 1.0336)
H (2.4823, 1.6282, -0.0504)
H (1.9267, -0.0664, -0.3694)
H (-0.1647, 2.3939, 0.0653)
H (-0.8981, -0.3240, -1.8867)

Atom charges from the Mulliken analysis, given in e for atoms 1 to 6: atom 1 (C): -0.464, atom 2 (C): -0.346, atom 3 (C): -0.235, atom 4 (C): -0.222, atom 5 (C): 0.386, atom 6 (N): -0.233

=====

(6)
The molecule C5H6BrNO2S in a non-equilibrium geometry, computed with ωB97M-V/def2-TZVPD.

Computed properties:
Charge: 0
M, g/mol: 224.08
LUMO level, eV: -0.71
Relative energy (zero: lowest compared OMol25 entry of this formula, charge and spin), eV: 1.528
Frontier orbital gap, eV: 9.237
Maximum force, eV/A: 1.97

Cartesian coordinates (Å):
C (1.9274, 3.1283, 0.4349)
C (1.2736, 2.1173, 0.3215)
C (0.1388, 1.2824, -0.0150)
C (-1.9260, -1.2476, 0.2846)
C (-0.8507, -0.8044, -0.7102)
N (0.2623, -0.1032, -0.0779)
O (-0.9068, 1.8162, -0.3123)
O (1.0505, -2.4860, 0.2022)
S (1.3727, -1.1873, 0.6998)
Br (3.2905, -0.5242, -0.3310)
H (2.6473, 3.8814, 0.5798)
H (-2.7787, -0.5751, 0.2559)
H (-2.2614, -2.2560, 0.0547)
H (-1.5335, -1.2483, 1.2999)
H (-0.4327, -1.6655, -1.2344)
H (-1.2732, -0.1279, -1.4527)

Atom charges from the Mulliken analysis, given in e for atoms 1 to 6: atom 1 (C): -0.126, atom 2 (C): -0.820, atom 3 (C): 0.946, atom 4 (C): -1.001, atom 5 (C): -0.645, atom 6 (N): 0.017

=====

(7)
A structure of composition C5H6Cl2EuO4STi in a non-equilibrium geometry, computed with ωB97M-V/def2-TZVPD.

Computed properties:
Charge: +4
M, g/mol: 432.90
LUMO level (spin up / spin down), eV: -18.59 / -19.41
Relative energy (zero: lowest compared OMol25 entry of this formula, charge and spin), eV: 1.032
Frontier orbital gap (spin up / spin down), eV: 6.133 / 5.217
Maximum force, eV/A: 6.53
2S+1: 8

Cartesian coordinates (Å):
Eu (-2.0944, -1.1428, -3.9182)
Ti (-0.5660, 0.3852, 0.6513)
Cl (-1.3758, -3.2310, -2.7206)
Cl (-0.8706, 2.3404, -0.4132)
C (1.1638, 0.9446, 1.6634)
C (-0.0321, -2.1937, -4.9729)
C (0.0325, 0.4460, -4.8575)
O (2.2072, 1.0810, 2.1422)
O (0.9741, -2.6897, -5.2357)
O (1.0392, 0.8880, -5.2059)
C (-1.5890, -2.0392, 3.1135)
S (-2.2731, -0.8063, 2.0030)
C (-2.1458, 0.6513, 3.1062)
O (0.6657, -0.7344, 0.4683)
H (-2.4404, -2.6878, 3.3944)
H (-1.1865, -1.5692, 4.0327)
H (-0.8167, -2.6357, 2.6026)
H (-1.6868, 0.3302, 4.0427)
H (-1.5961, 1.4853, 2.6374)
H (-3.1832, 0.9516, 3.2843)

Atom charges from the Mulliken analysis, given in e for atoms 1 to 6: atom 1 (Eu): 2.005, atom 2 (Ti): 0.755, atom 3 (Cl): -0.145, atom 4 (Cl): -0.213, atom 5 (C): 0.601, atom 6 (C): -0.052

=====

(8)
The molecule C5H6Cl2N2O2 in a non-equilibrium geometry, computed with ωB97M-V/def2-TZVPD.

Computed properties:
Charge: 0
M, g/mol: 197.02
LUMO level, eV: -0.06
Relative energy (zero: lowest compared OMol25 entry of this formula, charge and spin), eV: 2.841
Frontier orbital gap, eV: 9.837
Maximum force, eV/A: 6.79
SMILES: CC/N=C1\OC(Cl)(Cl)NC1=O

Cartesian coordinates (Å):
C (1.6799, 1.0640, 0.4687)
C (0.3282, 0.3457, 0.1618)
C (2.2825, -0.9382, 0.1341)
C (-2.4406, 0.4911, -1.0957)
C (-2.0060, -0.1601, 0.1859)
N (2.3285, 0.0418, 1.1941)
N (-0.8083, 0.7408, 0.5245)
O (2.1048, 2.0403, -0.0886)
O (0.7830, -0.8023, -0.3607)
Cl (2.0642, -2.5297, 0.6470)
Cl (3.8605, -0.6863, -0.6408)
H (-1.7418, 0.0159, -1.7695)
H (-3.4056, 0.1597, -1.4510)
H (-2.3150, 1.5580, -1.1560)
H (-2.7811, 0.2201, 0.9853)
H (-1.8804, -1.1895, 0.2303)
H (1.9472, -0.3714, 2.0307)

Atom charges from the Mulliken analysis, given in e for atoms 1 to 6: atom 1 (C): 0.405, atom 2 (C): 0.626, atom 3 (C): 0.481, atom 4 (C): -1.093, atom 5 (C): -0.345, atom 6 (N): -0.452